Density functional theory data (wB97M-V/def2-TZVPD) for a structure of composition C5H7NO in a non-equilibrium geometry.

Cartesian coordinates (Å):
C (-1.03, -1.30, 0.20)
C (-0.56, 0.16, 0.15)
C (0.77, 0.35, -0.59)
C (1.95, 0.29, 0.22)
O (2.09, 1.34, 0.91)
C (-1.60, 0.99, -0.50)
N (-2.43, 1.62, -1.01)
H (-2.00, -1.39, 0.71)
H (-0.29, -1.90, 0.74)
H (-1.13, -1.70, -0.81)
H (-0.46, 0.55, 1.17)
H (0.78, -0.20, -1.55)
H (1.15, 1.65, 0.08)
H (2.74, -0.47, 0.28)

HOMO level = -9.36 eV
Relative energy (zero: lowest compared OMol25 entry of this formula, charge and spin) = 374.5 kJ/mol
Largest force on an atom = 0.02285 hartree/bohr
2S+1 = 1
HOMO-LUMO gap = 9.244 eV

Atom-resolved charges from Mulliken, all expressed in e: atom 1 (C): -1.378, atom 2 (C): 0.599, atom 3 (C): -1.053, atom 4 (C): 0.057, atom 5 (O): -0.440, atom 6 (C): 0.099, atom 7 (N): -0.460, atom 8 (H): 0.384, atom 9 (H): 0.338, atom 10 (H): 0.347, atom 11 (H): 0.284, atom 12 (H): 0.294, atom 13 (H): 0.521, atom 14 (H): 0.407